P:
Formula: C4H7Cl2NO
Source: OMol25
Level of theory: wB97M-V/def2-TZVPD

HOMO energy   -9.581 eV
Gap between HOMO and LUMO   10.2 eV
M   156.01 g mol⁻¹
Total charge   0
Structure (SMILES)   C=C(C)Cl.O/N=C\Cl

Each line ends with the natural charge from an NBO analysis.
Element x y z (Å)
1 C -1.5117 -0.8826 0.6866  -0.460
2 C -1.1491 -0.0691 -0.2729  0.004
3 C -0.5994 -0.3691 -1.6540  -0.663
4 Cl -1.0691 1.6353 -0.0829  -0.019
5 H -1.2329 -1.9654 0.5569  0.228
6 H -1.8323 -0.3747 1.5887  0.230
7 H 0.1150 0.4485 -1.9307  0.237
8 H -0.0370 -1.2939 -1.6311  0.226
9 H -1.3757 -0.2988 -2.3376  0.227
10 O 2.0273 1.6720 -0.0860  -0.513
11 N 1.9256 0.3429 0.0108  -0.105
12 C 1.3737 -0.1634 1.0164  -0.046
13 Cl 0.6521 0.6034 2.3549  -0.011
14 H 1.2635 1.9172 0.5625  0.456
15 H 1.4501 -1.2024 1.2185  0.210

---

Q:
Formula: C4H7Cl2NO
Source: OMol25
Level of theory: wB97M-V/def2-TZVPD

HOMO energy   -8.851 eV
Gap between HOMO and LUMO   8.6 eV
M   156.01 g mol⁻¹
Total charge   0

Each line ends with the natural charge from an NBO analysis.
Element x y z (Å)
1 C 1.4282 -0.2993 -0.1576  -0.618
2 C -1.1325 0.6425 -0.0731  -0.609
3 C -0.4271 -1.6553 0.5634  -0.182
4 C -0.0547 -0.5214 -0.3485  -0.089
5 N 0.9470 -2.8959 0.1675  0.200
6 O 1.2422 -3.4602 1.1505  -0.216
7 Cl -0.3532 -1.3410 2.3191  -0.034
8 Cl -0.4578 -1.0762 -1.9511  -0.013
9 H 1.7439 0.0924 0.7284  0.230
10 H 1.8106 -1.2278 -0.2792  0.219
11 H 1.7852 0.4555 -0.8689  0.224
12 H -1.9357 0.5943 -0.7122  0.222
13 H -1.4958 0.7000 0.9930  0.224
14 H -0.7668 1.5438 -0.3606  0.213
15 H -1.4111 -2.1677 0.3454  0.231

---

Going by the energies, P is most stable and the next is 9.7 kcal/mol up.

---

P:
Formula: C4H15NO2S
Source: OMol25
Level of theory: wB97M-V/def2-TZVPD

HOMO energy   -8.957 eV
Gap between HOMO and LUMO   9.7 eV
M   141.24 g mol⁻¹
Total charge   0
Structure (SMILES)   C[C@@H](N)CCS.O.O

Each line ends with the natural charge from an NBO analysis.
Element x y z (Å)
1 C -0.2517 -1.2340 -1.8211  -0.628
2 C -0.0517 -1.2089 -0.2370  -0.048
3 N 0.2094 -2.5883 0.2279  -0.845
4 C 1.1454 -0.3032 0.0406  -0.433
5 C 1.4212 -0.1456 1.5339  -0.499
6 S 0.8347 1.4750 2.1891  -0.109
7 H 0.0046 -2.2597 -2.0748  0.196
8 H 0.3683 -0.5533 -2.3624  0.202
9 H -1.2939 -1.0434 -2.0452  0.228
10 H -0.9420 -0.9069 0.3144  0.205
11 H -0.5570 -3.2002 -0.0092  0.359
12 H 1.0471 -2.9567 -0.2090  0.346
13 H 2.0564 -0.6251 -0.4838  0.206
14 H 1.1107 0.7232 -0.3896  0.226
15 H 0.9188 -0.8741 2.1667  0.237
16 H 2.5179 -0.1967 1.6539  0.223
17 H 1.9868 1.8165 2.8219  0.133
18 O -1.0263 2.9906 0.3557  -0.961
19 H -0.1130 3.1714 0.6006  0.486
20 H -1.4550 2.9287 1.2133  0.480
21 O -2.6206 1.2466 -0.9542  -0.947
22 H -3.2692 1.7015 -1.5301  0.454
23 H -2.0407 2.0425 -1.0015  0.488

---

Q:
Formula: C4H15NO2S
Source: OMol25
Level of theory: wB97M-V/def2-TZVPD

HOMO energy   -8.934 eV
Gap between HOMO and LUMO   9.6 eV
M   141.24 g mol⁻¹
Total charge   0
Structure (SMILES)   CN[C@H](C)CS.O.O

Each line ends with the natural charge from an NBO analysis.
Element x y z (Å)
1 C -1.5011 -0.4836 0.9379  -0.408
2 N -0.5340 -1.5308 0.6379  -0.621
3 C 0.3213 -1.2087 -0.5078  -0.069
4 C -0.3217 -1.3887 -1.8695  -0.642
5 C 1.6599 -1.9142 -0.3334  -0.517
6 S 3.0592 -1.0517 -1.1069  -0.047
7 H -0.9179 0.4268 1.0728  0.187
8 H -2.1639 -0.2385 0.0880  0.159
9 H -2.1093 -0.6777 1.8104  0.208
10 H -1.0039 -2.4114 0.4812  0.349
11 H 0.5498 -0.1550 -0.3636  0.184
12 H -1.4112 -1.3186 -1.9224  0.219
13 H 0.2140 -0.8019 -2.6039  0.227
14 H -0.2144 -2.4377 -2.2029  0.200
15 H 1.8491 -2.0210 0.7209  0.231
16 H 1.6627 -2.9731 -0.6208  0.216
17 H 3.5581 -2.1169 -1.7090  0.124
18 O 1.4417 5.9237 -3.4858  -0.928
19 H 0.7585 5.2769 -3.2633  0.464
20 H 1.8005 6.1014 -2.6068  0.464
21 O -2.3923 1.3099 5.6616  -0.936
22 H -1.8024 1.7766 6.2696  0.469
23 H -2.5028 1.9140 4.9159  0.468

---

R:
Formula: C4H15NO2S
Source: OMol25
Level of theory: wB97M-V/def2-TZVPD

HOMO energy   -8.580 eV
Gap between HOMO and LUMO   9.1 eV
M   141.24 g mol⁻¹
Total charge   0
Structure (SMILES)   C[C@@H](N)CCS.O.O

Each line ends with the natural charge from an NBO analysis.
Element x y z (Å)
1 C 0.3297 -1.4966 -1.5863  -0.610
2 C -0.0733 -1.2766 -0.0849  -0.032
3 N -0.4186 -2.5927 0.4098  -0.898
4 C 1.1422 -0.6703 0.6685  -0.432
5 C 0.7249 -0.3613 2.1140  -0.543
6 S 1.0774 1.3039 2.6031  -0.059
7 H -0.5398 -1.8995 -2.0655  0.213
8 H 1.0296 -2.3906 -1.5849  0.191
9 H 0.7662 -0.7092 -2.1193  0.203
10 H -1.0672 -0.6921 -0.0304  0.199
11 H -1.3388 -2.8470 0.5911  0.382
12 H 0.3645 -3.2097 0.6380  0.375
13 H 2.1557 -1.2103 0.5663  0.211
14 H 1.4068 0.1438 0.0971  0.213
15 H -0.3974 -0.5316 2.1133  0.241
16 H 1.1857 -1.0085 2.8321  0.218
17 H 2.3996 1.5148 2.2946  0.127
18 O -1.3516 3.7033 -0.1895  -0.963
19 H -0.4007 3.7284 -0.0131  0.481
20 H -1.7874 3.5897 0.6757  0.483
21 O -1.6019 1.9429 -2.9846  -0.930
22 H -1.1787 2.6622 -2.3660  0.470
23 H -2.4270 2.3069 -2.5791  0.459

---

Going by the energies, P is most stable and the next is 3.1 kcal/mol up.

---

P:
Formula: C7H16N2O
Source: OMol25
Level of theory: wB97M-V/def2-TZVPD

HOMO energy   -7.927 eV
Gap between HOMO and LUMO   8.8 eV
M   144.22 g mol⁻¹
Total charge   0
Structure (SMILES)   C=CN(C)C.CNC(C)=O

Each line ends with the natural charge from an NBO analysis.
Element x y z (Å)
1 C -0.3470 1.0018 -2.0442  -0.467
2 C -0.9511 1.4446 -0.9343  0.007
3 N -1.5427 0.6635 0.0811  -0.480
4 C -2.6319 -0.2636 -0.2671  -0.395
5 C -1.7307 1.2572 1.4072  -0.421
6 H -0.0265 -0.0323 -2.1204  0.197
7 H -0.1366 1.6727 -2.8677  0.207
8 H -1.2173 2.4972 -0.8643  0.168
9 H -3.5526 0.2954 -0.4735  0.166
10 H -2.3812 -0.8696 -1.1424  0.212
11 H -2.8391 -0.9395 0.5694  0.214
12 H -1.6170 0.4782 2.1697  0.217
13 H -2.7075 1.7333 1.5258  0.181
14 H -0.9519 1.9991 1.6151  0.195
15 C 2.6724 0.4340 0.4477  -0.408
16 N 1.3443 -0.1114 0.5985  -0.631
17 C 0.9167 -1.4215 0.4534  0.686
18 C 1.8734 -2.3731 -0.2128  -0.721
19 O -0.1110 -1.8575 0.9652  -0.631
20 H 2.9354 0.9387 1.3814  0.199
21 H 3.4214 -0.3273 0.2230  0.209
22 H 2.6726 1.1646 -0.3644  0.197
23 H 0.6116 0.4825 0.9769  0.409
24 H 1.3154 -3.2369 -0.5859  0.243
25 H 2.6000 -2.7255 0.5219  0.234
26 H 2.3808 -1.9048 -1.0593  0.213

---

Q:
Formula: C7H16N2O
Source: OMol25
Level of theory: wB97M-V/def2-TZVPD

HOMO energy   -8.144 eV
Gap between HOMO and LUMO   8.9 eV
M   144.22 g mol⁻¹
Total charge   0
Structure (SMILES)   [H]/N=C(\C)N(C)C.CC(C)=O

Each line ends with the natural charge from an NBO analysis.
Element x y z (Å)
1 H 0.0376 -1.1945 2.2944  0.406
2 N -0.7032 -1.3929 1.6347  -0.888
3 C -0.5068 -1.1992 0.3923  0.626
4 C -0.1107 -2.2999 -0.5572  -0.729
5 N -1.0007 0.0403 -0.2473  -0.466
6 C -1.7659 0.8966 0.6641  -0.419
7 C -1.7443 -0.1412 -1.5012  -0.418
8 H 0.6415 -2.9096 -0.0625  0.242
9 H -1.0004 -2.8226 -0.9105  0.243
10 H 0.3599 -1.9482 -1.4717  0.240
11 H -1.2413 0.9339 1.6137  0.229
12 H -1.8765 1.8945 0.2389  0.196
13 H -2.7736 0.5088 0.8233  0.193
14 H -1.0795 -0.5205 -2.2716  0.219
15 H -2.5798 -0.8349 -1.3719  0.186
16 H -2.1891 0.8054 -1.8073  0.209
17 C 1.3206 2.1282 -0.2614  -0.729
18 C 1.3841 0.6279 -0.4113  0.651
19 C 2.1006 -0.0080 1.1018  -0.723
20 O 1.7956 0.1071 -1.4230  -0.593
21 H 0.6378 2.3588 0.5535  0.220
22 H 1.0394 2.5670 -1.2192  0.231
23 H 2.2920 2.5448 -0.0102  0.242
24 H 1.5637 0.4253 1.9446  0.198
25 H 2.3332 -1.0651 1.2003  0.221
26 H 3.0658 0.4981 1.0647  0.216

---

Going by the energies, P is most stable and the next is 49.5 kcal/mol up.

---

P:
Formula: C2H5N5O
Source: OMol25
Level of theory: wB97M-V/def2-TZVPD

HOMO energy   -8.094 eV
Gap between HOMO and LUMO   8.9 eV
M   115.10 g mol⁻¹
Total charge   0
Structure (SMILES)   Nc1n[nH]nc1NO

Each line ends with the natural charge from an NBO analysis.
Element x y z (Å)
1 N 0.2611 1.7937 -0.1428  -0.811
2 C -0.5579 0.6800 -0.1307  0.255
3 N -1.8509 0.7083 -0.0445  -0.302
4 N -2.1539 -0.6656 0.0080  -0.185
5 N -1.1118 -1.4153 -0.0052  -0.239
6 C -0.0551 -0.6064 -0.0466  0.150
7 N 1.1869 -1.0763 -0.2848  -0.320
8 O 2.2515 -0.2389 0.2172  -0.584
9 H -0.2202 2.5026 0.4467  0.384
10 H 1.1954 1.5964 0.0845  0.398
11 H -3.0998 -0.9814 0.2145  0.408
12 H 1.2582 -1.9765 0.1937  0.363
13 H 2.8966 -0.3207 -0.5101  0.482

---

Q:
Formula: C2H5N5O
Source: OMol25
Level of theory: wB97M-V/def2-TZVPD

HOMO energy   -8.036 eV
Gap between HOMO and LUMO   8.9 eV
M   115.10 g mol⁻¹
Total charge   0
Structure (SMILES)   N/N=c1/ocnn1N

Each line ends with the natural charge from an NBO analysis.
Element x y z (Å)
1 N -0.1716 1.9258 -1.3208  -0.652
2 N -0.8225 1.5560 -0.1458  -0.322
3 C -0.6658 0.3836 0.2652  0.563
4 O -1.4064 -0.0952 1.3305  -0.438
5 C -1.0294 -1.3816 1.5047  0.332
6 N -0.1344 -1.8095 0.7003  -0.308
7 N 0.0567 -0.7323 -0.1883  -0.173
8 N 1.3734 -0.5067 -0.6326  -0.645
9 H -0.0532 2.9159 -1.2862  0.355
10 H 0.7487 1.4997 -1.3984  0.361
11 H -1.5114 -1.9347 2.2963  0.206
12 H 1.5829 -1.2600 -1.2827  0.372
13 H 2.0329 -0.5608 0.1578  0.351

---

R:
Formula: C2H5N5O
Source: OMol25
Level of theory: wB97M-V/def2-TZVPD

HOMO energy   -8.621 eV
Gap between HOMO and LUMO   9.2 eV
M   115.10 g mol⁻¹
Total charge   0
Structure (SMILES)   Nn1[nH]nc/c1=N/O

Each line ends with the natural charge from an NBO analysis.
Element x y z (Å)
1 N -0.2499 1.7290 0.2337  -0.634
2 N 0.3105 0.6090 -0.3995  -0.146
3 N 1.7285 0.6432 -0.1125  -0.294
4 N 2.0896 -0.7063 -0.0530  -0.173
5 C 1.0691 -1.3788 0.1402  -0.023
6 C -0.1299 -0.6558 -0.0419  0.252
7 N -1.3069 -1.0681 0.0716  -0.198
8 O -2.3925 -0.1323 -0.2181  -0.598
9 H -1.3707 1.5828 -0.0037  0.394
10 H -0.1358 1.4384 1.2594  0.328
11 H 2.3724 1.1355 -0.8283  0.390
12 H 1.0919 -2.4228 0.1918  0.213
13 H -3.0764 -0.7737 -0.2397  0.488

---

Going by the energies, P is most stable and the next is 1.7 kcal/mol up.